1.
This record from OMol25 describes a gas-phase ion, C2H6N5 (charge +1) in a non-equilibrium geometry. The level of theory is ωB97M-V/def2-TZVPD.

Last column: Löwdin charge in e.
Element x y z (Å)
1 C -2.31403 0.28332 -0.20459  -0.16
2 C -1.41727 1.19009 -0.01039  0.25
3 N -1.88062 -1.05859 -0.11496  0.09
4 N -0.76035 -1.37444 0.23943  0.08
5 N 0.78544 -0.46375 -1.13076  0.14
6 N 1.05828 -0.21481 1.09355  0.16
7 N 0.21170 -0.40603 0.14341  -0.33
8 H -3.35289 0.40484 -0.41395  0.12
9 H -1.15112 2.27226 0.06695  0.12
10 H -0.02038 -0.55915 -1.81281  0.14
11 H 1.32046 -1.28407 -1.33144  0.11
12 H 2.03687 -0.26038 0.90336  0.14
13 H 0.74979 -0.62233 1.96542  0.15

## Properties
max |F| = 5.122 eV Å⁻¹
E_HOMO (spin up / spin down) = -14.193 / -14.133 eV
multiplicity = 1
energy relative to the best compared isomer or geometry (same formula, charge and spin) = 178.6 kcal per mole
total charge = +1


2.
This record from OMol25 describes a molecular structure, C4H2CrO5 in a non-equilibrium geometry. The level of theory is ωB97M-V/def2-TZVPD.

Last column: Mulliken spin population.
Element x y z (Å)
1 C 3.21319 -0.83108 0.01432  0.00
2 O 3.82414 -1.79893 0.12776  0.01
3 O 2.58573 0.14510 -0.09667  0.00
4 O 0.43598 1.86805 0.14260  -0.03
5 C -0.46592 1.14042 0.50669  0.00
6 O -0.56785 -0.08232 0.03943  0.01
7 Cr 1.94125 1.96533 -1.10320  4.01
8 H -1.24274 1.45871 1.22157  0.00
9 O -3.50144 -0.77333 -1.49597  0.00
10 C -2.65306 -0.78799 -0.70980  0.00
11 C -1.76763 -0.78044 0.27959  0.00
12 H -1.80165 -1.52352 1.07369  0.00

## Properties
max |F| = 4.065 eV Å⁻¹
E_HOMO (spin up / spin down) = -16.686 / -16.685 eV
multiplicity = 5
energy relative to the best compared isomer or geometry (same formula, charge and spin) = 0.0 kcal per mole
⟨S²⟩ = 6.012
total charge = +2


3.
This record from OMol25 describes 14 unconnected molecules or ions with the total composition C51H100O36S5 in a non-equilibrium geometry. The level of theory is ωB97M-V/def2-TZVPD.

Last column: Löwdin charge in e.
Element x y z (Å)
1 C -2.30175 -0.28430 -5.57718  -0.14
2 C -1.23714 -0.18536 -6.69831  -0.13
3 C 0.13743 -0.54014 -6.02836  -0.15
4 O -0.03026 -0.14834 -4.63107  -0.19
5 C -1.48101 -0.13160 -4.27163  -0.15
6 H -2.83078 -1.22047 -5.54561  0.09
7 H -3.03214 0.53696 -5.58715  0.11
8 H -1.22356 0.83994 -7.11206  0.11
9 H -1.49883 -0.97415 -7.41490  0.11
10 H 0.99132 0.01519 -6.41878  0.10
11 H 0.36286 -1.62449 -6.09024  0.12
12 H -1.70418 0.77438 -3.69000  0.07
13 H -1.78104 -0.91606 -3.57192  0.10
14 C -0.29856 -4.14172 -2.34545  -0.15
15 C -0.02784 -3.61252 -3.76385  -0.17
16 C -1.38069 -3.78477 -4.40476  -0.22
17 O -2.35242 -3.47061 -3.42419  -0.14
18 C -1.80352 -3.78660 -2.13960  -0.18
19 H 0.32624 -3.75693 -1.50802  0.10
20 H -0.06424 -5.23545 -2.23474  0.11
21 H 0.82319 -4.19557 -4.17945  0.13
22 H 0.26478 -2.55799 -3.79633  0.09
23 H -1.41292 -4.84066 -4.76578  0.13
24 H -1.57691 -3.08395 -5.24774  0.11
25 H -2.32541 -4.63514 -1.74696  0.09
26 H -1.97531 -2.89360 -1.54162  0.09
27 C -4.29926 3.59226 4.26870  -0.11
28 C -5.31787 3.76093 3.03465  -0.13
29 C -4.47281 3.47077 1.79927  -0.22
30 O -3.31100 2.77534 2.23331  -0.17
31 C -2.95017 3.30932 3.54169  -0.17
32 H -4.67781 2.78249 4.92757  0.10
33 H -4.22127 4.46339 4.92367  0.10
34 H -5.72492 4.77423 2.94044  0.11
35 H -6.10974 3.00000 3.10928  0.10
36 H -4.21725 4.37184 1.23581  0.12
37 H -5.05547 2.73458 1.21379  0.12
38 H -2.34547 4.20418 3.44498  0.11
39 H -2.33019 2.60737 4.06746  0.09
40 O -0.88040 -5.36696 2.79047  -0.28
41 S -1.47110 -5.27731 1.49362  0.65
42 O -0.78159 -5.67477 0.22770  -0.32
43 O -2.77264 -6.16345 1.70090  -0.25
44 C -3.49970 -6.42314 0.45027  -0.24
45 C -4.29273 -7.68767 0.73726  -0.05
46 C -2.19373 -3.60362 1.31535  -0.09
47 H -2.78602 -6.55561 -0.35330  0.10
48 H -4.07053 -5.52910 0.23539  0.11
49 H -4.84251 -8.09763 -0.10130  0.08
50 H -4.97576 -7.41982 1.55515  0.09
51 H -3.66853 -8.43621 1.10691  0.06
52 H -2.82428 -3.41529 2.15774  0.05
53 H -2.71359 -3.64213 0.36339  0.05
54 H -1.35981 -2.92505 1.28632  0.04
55 O -2.86644 -2.11802 4.22077  -0.28
56 S -3.17462 -0.95838 5.01499  0.61
57 O -2.03221 -0.27542 5.58753  -0.28
58 O -3.98901 0.11829 4.08786  -0.28
59 C -4.86066 -0.39934 3.07207  -0.22
60 C -4.06594 -0.52297 1.73405  -0.04
61 C -4.35125 -1.29536 6.27718  -0.11
62 H -5.69432 0.28821 3.00654  0.11
63 H -5.23434 -1.34550 3.43929  0.10
64 H -3.19823 -1.05948 2.01258  0.03
65 H -3.66747 0.44948 1.47490  0.04
66 H -4.60774 -0.96104 0.88563  0.10
67 H -5.10250 -2.05005 5.94493  0.09
68 H -4.80985 -0.33341 6.53276  0.08
69 H -3.63764 -1.61281 7.05616  0.08
70 O 3.91787 -6.92382 2.23053  -0.27
71 S 3.92567 -5.59921 1.72017  0.60
72 O 5.04692 -4.69052 1.89311  -0.30
73 O 3.72909 -5.69077 0.12400  -0.28
74 C 2.76540 -6.68263 -0.33794  -0.24
75 C 2.91365 -6.80498 -1.86228  -0.05
76 C 2.43420 -4.74122 2.23044  -0.11
77 H 1.77156 -6.37002 0.01918  0.10
78 H 3.07612 -7.63959 0.12924  0.12
79 H 2.06575 -7.38945 -2.24736  0.08
80 H 3.86541 -7.37111 -2.03800  0.10
81 H 2.89449 -5.90481 -2.41760  0.03
82 H 2.33198 -3.85636 1.59874  0.07
83 H 2.52268 -4.60009 3.30810  0.08
84 H 1.59178 -5.42389 2.16898  0.04
85 O 1.37122 -1.46302 0.05490  -0.29
86 S 0.24217 -0.55320 -0.01976  0.60
87 O -1.13646 -1.03644 -0.10495  -0.30
88 O 0.40825 0.26534 1.27991  -0.27
89 C -0.52680 1.28823 1.73923  -0.21
90 C -0.00883 2.61877 1.45620  -0.05
91 C 0.50045 0.66595 -1.34959  -0.07
92 H -0.67540 1.02140 2.77298  0.11
93 H -1.44678 1.02880 1.16187  0.11
94 H 0.99272 2.78165 1.90780  0.08
95 H -0.69076 3.36928 1.85369  0.08
96 H 0.12649 2.84324 0.39837  0.08
97 H 1.49865 1.13480 -1.27814  0.08
98 H -0.25072 1.45323 -1.35407  0.05
99 H 0.42403 0.07727 -2.27343  0.05
100 O 1.16582 4.39402 7.02817  -0.26
101 S 0.21671 3.88134 6.09950  0.59
102 O -0.92561 4.65396 5.72237  -0.28
103 O 0.92964 3.41544 4.71019  -0.29
104 C 2.15519 4.00873 4.21560  -0.22
105 C 1.76766 5.23586 3.36714  -0.04
106 C -0.28412 2.27733 6.61650  -0.11
107 H 2.60722 3.23013 3.64377  0.09
108 H 2.79651 4.20791 5.06992  0.12
109 H 1.21644 6.00669 3.96751  0.10
110 H 1.14512 4.86091 2.60167  0.04
111 H 2.62767 5.66172 2.91546  0.06
112 H 0.58628 1.85589 7.08581  0.07
113 H -0.74979 1.69172 5.86335  0.02
114 H -1.01346 2.50700 7.36955  0.07
115 C 5.69681 -1.42037 0.73020  0.00
116 C 4.51639 -0.52725 1.17780  -0.28
117 C 4.72772 0.21040 2.50915  -0.04
118 O 3.88804 1.38315 2.31537  0.03
119 C 3.76387 1.63572 0.99286  -0.53
120 O 3.34669 2.63620 0.48982  0.15
121 O 4.34192 0.60351 0.26814  0.05
122 H 6.54583 -0.78326 0.52238  0.08
123 H 5.49399 -2.00921 -0.18370  0.06
124 H 5.97052 -2.09667 1.54353  0.09
125 H 3.60083 -1.11949 1.07610  0.12
126 H 5.76853 0.60978 2.53124  0.15
127 H 4.52937 -0.23259 3.47371  0.13
128 C 3.68029 -2.75813 -1.97844  -0.01
129 C 3.23848 -1.65382 -2.89757  -0.31
130 C 4.08315 -0.38776 -2.91783  -0.08
131 O 4.04111 -0.04718 -4.28414  0.04
132 C 3.81633 -1.12387 -5.07506  -0.53
133 O 3.94091 -1.20592 -6.25558  0.16
134 O 3.36028 -2.12836 -4.25339  0.07
135 H 3.28220 -3.69502 -2.38199  0.08
136 H 3.38303 -2.68256 -0.92317  0.07
137 H 4.77137 -2.76662 -2.01293  0.08
138 H 2.21401 -1.40442 -2.72511  0.12
139 H 5.11831 -0.68722 -2.56481  0.15
140 H 3.74195 0.44860 -2.32509  0.12
141 C -3.45919 0.85917 -1.61578  -0.01
142 C -3.07112 2.27237 -1.94733  -0.26
143 C -4.18459 3.39871 -2.03056  -0.08
144 O -3.52857 4.53940 -1.54502  0.05
145 C -2.40336 4.14005 -0.86777  -0.55
146 O -1.69117 4.92471 -0.32244  0.15
147 O -2.16716 2.79955 -0.90740  0.04
148 H -4.03998 0.83267 -0.68577  0.08
149 H -2.60258 0.23981 -1.54996  0.04
150 H -4.05179 0.51576 -2.45743  0.10
151 H -2.44282 2.33169 -2.83259  0.11
152 H -5.02746 3.27647 -1.35332  0.12
153 H -4.52746 3.54554 -3.04061  0.13
154 C 1.55016 4.46645 -6.96246  -0.03
155 C 1.46149 3.09308 -6.44678  -0.29
156 C 2.53115 2.60268 -5.41879  -0.06
157 O 1.84485 2.52460 -4.17904  0.05
158 C 0.50974 2.72853 -4.36985  -0.53
159 O -0.32047 2.84204 -3.51700  0.13
160 O 0.22442 2.90236 -5.69162  0.06
161 H 0.54439 4.88709 -7.04060  0.10
162 H 2.06631 4.55329 -7.91542  0.09
163 H 2.01700 5.18860 -6.25084  0.09
164 H 1.34432 2.39202 -7.27107  0.14
165 H 3.28983 3.40057 -5.33046  0.14
166 H 2.98747 1.65386 -5.70157  0.11
167 C 2.58001 5.29477 -1.63773  0.00
168 C 1.23399 5.54999 -2.27001  -0.30
169 C 0.62418 6.92916 -1.83166  -0.08
170 O 0.86086 7.67840 -2.98111  0.07
171 C 1.00123 6.91062 -4.06768  -0.57
172 O 0.88832 7.32759 -5.16081  0.18
173 O 1.28344 5.64790 -3.67830  0.07
174 H 3.22551 6.08693 -1.92738  0.08
175 H 2.88202 4.25241 -1.88274  0.09
176 H 2.51363 5.36290 -0.57180  0.07
177 H 0.54695 4.71480 -2.11812  0.13
178 H 1.17556 7.40306 -1.01931  0.13
179 H -0.42526 6.88862 -1.55170  0.12
180 C 0.60520 -2.18325 3.98319  0.00
181 C 1.86148 -1.28529 4.09360  -0.27
182 C 1.44982 0.21958 4.42845  -0.05
183 O 2.35542 0.53782 5.53092  0.03
184 C 2.89923 -0.61620 6.04919  -0.53
185 O 3.60631 -0.64955 6.98899  0.18
186 O 2.59543 -1.70563 5.24738  0.06
187 H 0.07789 -2.07635 4.92436  0.08
188 H 0.74603 -3.23661 3.74572  0.06
189 H 0.02740 -1.85158 3.10695  0.08
190 H 2.55494 -1.35457 3.25450  0.12
191 H 0.44890 0.24158 4.84955  0.10
192 H 1.63513 0.80956 3.53673  0.10

## Properties
max |F| = 3.427 eV Å⁻¹
E_HOMO = -9.825 eV
multiplicity = 1
energy relative to the best compared isomer or geometry (same formula, charge and spin) = 0.0 kcal per mole